Below is a molecular structure, C6H24NO9, with properties calculated with ωB97M-V/def2-TZVPD.

Each line ends with the Mulliken charge.
Cartesian coordinates (Å):
1 N -0.1304 0.1576 -0.0128  0.33
2 O 1.0488 0.0893 -0.3333  -0.70
3 O -0.7988 -0.8453 0.1244  -0.38
4 O -0.6403 1.2735 0.0119  -0.69
5 C -2.9139 1.5845 0.9644  -0.12
6 O -2.3846 2.8839 0.9311  -0.51
7 H -2.7166 1.1154 1.9283  0.21
8 H -3.9717 1.6168 0.7034  0.32
9 H -2.4329 0.8633 0.3036  -0.15
10 H -3.0606 3.4759 1.2689  0.32
11 C -2.4264 -1.3192 1.9644  -0.86
12 O -1.3357 -0.3609 2.0250  -0.83
13 H -3.1363 -0.9710 1.2141  0.32
14 H -2.0523 -2.3127 1.7172  0.31
15 H -2.9665 -1.2807 2.9104  0.28
16 H -0.8762 -0.3783 1.1823  0.97
17 C 2.2473 2.6622 0.3298  -1.12
18 O 1.2504 2.1554 -0.5805  -0.72
19 H 3.1901 2.3453 -0.1162  0.40
20 H 2.2277 3.7517 0.3581  0.28
21 H 2.1640 2.2594 1.3392  0.28
22 H 1.1556 1.2015 -0.5273  0.88
23 C 2.9972 -0.3084 0.4901  -0.62
24 O 4.2349 -0.9214 0.7379  -0.64
25 H 2.3234 -0.7072 1.2485  0.41
26 H 3.0934 0.7640 0.6597  0.06
27 H 2.5776 -0.4807 -0.5010  0.49
28 H 4.1371 -1.8607 0.5654  0.30
29 C 1.1837 -2.2722 -1.0420  -0.70
30 O -0.2533 -2.5594 -0.9475  -0.75
31 H 1.6650 -1.9906 -0.1054  0.19
32 H 1.7715 -3.1194 -1.3953  0.42
33 H 1.4164 -1.4646 -1.7360  0.47
34 H -0.7011 -1.8545 -0.4741  0.60
35 C -0.7491 -0.7853 -2.4297  -0.70
36 O -1.2017 0.2654 -3.2021  -0.56
37 H -1.4568 -1.0648 -1.6492  0.55
38 H -0.5726 -1.6223 -3.1054  0.27
39 H 0.1726 -0.4818 -1.9334  0.06
40 H -2.0786 0.4963 -2.8870  0.34

Values from the calculation:
2S+1	1
net charge	-1
E_tot	-26514.0279	eV
frontier orbital gap	8.170	eV
energy above the lowest of the compared OMol25 structures with the same formula, charge and spin	260.6	kcal/mol
LUMO energy	3.2	eV